No. 1
{
  "formula": "H22O11",
  "method": "ωB97M-V/def2-TZVPD",
  "elements": ["H", "O", "H", "H", "H", "H", "H", "H", "O", "H", "H", "H", "H", "H", "O", "H", "H", "O", "H", "O", "H", "H", "O", "O", "O", "O", "H", "H", "H", "H", "H", "O", "O"],
  "xyz": [[-3.764, -0.092, -0.694], [3.224, 1.722, -0.371], [3.939, 1.454, -0.130], [0.088, -3.484, 1.644], [-0.208, -1.477, 0.451], [2.977, -1.006, -1.135], [-2.226, 1.102, 1.219], [-2.132, -0.316, 0.108], [-2.197, 0.193, 1.811], [-1.371, -0.278, 1.494], [0.794, -0.146, 0.733], [0.209, -3.703, 0.207], [-1.665, 2.431, 0.134], [-2.266, -2.732, 0.716], [-3.166, -2.910, 0.455], [-3.283, -2.887, -0.400], [0.126, 2.478, 0.333], [0.185, 2.484, -0.670], [3.143, 0.432, -1.627], [-2.857, 0.108, -0.691], [1.797, 0.233, 1.914], [0.030, 3.300, -1.079], [0.664, 0.989, -2.461], [2.656, -0.451, -1.790], [2.441, 0.252, 1.225], [-0.033, -0.449, 0.709], [2.724, 1.424, 0.205], [1.320, 0.334, -2.501], [2.973, -0.448, 1.455], [0.821, 1.353, -1.599], [-2.178, 1.224, -0.464], [-2.509, 2.137, -0.054], [-0.244, -3.275, 0.839]],
  "forces_ev_per_a": [[-1.5, -0.8, 1.0], [-4.7, 10.0, -13.2], [13.8, -4.3, 4.1], [1.6, -1.1, 3.9], [1.7, 3.3, 0.9], [0.9, -1.8, 1.8], [-0.5, -2.3, 1.9], [-4.7, 1.0, -2.8], [0.8, 1.5, -1.4], [-0.9, 1.3, 1.4], [5.1, 0.8, -0.9], [2.5, -2.6, -3.5], [2.4, 2.4, 0.5], [0.2, -0.1, -0.4], [0.1, -0.4, 7.4], [-0.5, 0.3, -7.0], [0.2, 0.9, -2.1], [0.4, -1.9, 3.8], [-1.3, -1.6, -0.2], [5.2, -4.5, 0.0], [-0.7, 0.4, 1.3], [-0.4, 2.1, -0.4], [-1.3, 0.6, -1.3], [1.0, 2.5, -1.6], [-1.6, 1.2, 0.4], [-6.3, -5.1, -1.2], [-7.9, -3.8, 7.8], [1.0, -1.6, -0.6], [2.3, -2.6, 0.6], [-0.2, 0.4, 0.3], [-2.3, 2.4, -0.3], [-0.1, -0.3, 0.2], [-4.0, 3.7, -0.5]],
  "spin_multiplicity": 1,
  "total_charge": 0,
  "gap_ev": 8.8,
  "smiles": "O.O.O.O.O.O.O.O.O.O.O",
  "max_force_ev_per_a": 17.19,
  "homo_energy_ha": -0.3552
}



No. 2
{
  "formula": "H22O11",
  "method": "ωB97M-V/def2-TZVPD",
  "elements": ["O", "H", "O", "H", "O", "H", "H", "H", "H", "O", "H", "H", "H", "O", "H", "H", "H", "H", "H", "H", "H", "O", "H", "O", "H", "O", "H", "O", "H", "H", "O", "H", "O"],
  "xyz": [[3.411, -0.276, 1.486], [-2.846, -3.200, -1.101], [-1.688, 4.495, -0.894], [-3.947, 0.713, 0.217], [1.901, -2.705, -0.698], [3.887, -0.981, 2.034], [-0.960, 4.271, -0.412], [-1.480, -1.229, 3.900], [-1.830, 3.882, -1.613], [-0.681, -1.386, 3.411], [3.577, 0.597, 1.779], [3.505, 0.322, -0.727], [-2.335, 1.159, 1.945], [4.189, -0.072, -0.259], [4.040, -1.031, -0.369], [2.467, 1.961, -1.371], [-0.367, 0.017, -1.253], [-3.377, 1.902, 0.906], [-1.482, 0.043, 2.379], [-0.059, -0.846, 3.746], [0.058, 0.720, -0.018], [-0.871, -2.002, -3.510], [-4.352, -3.441, -0.819], [-1.592, 0.694, 1.714], [-0.042, -1.519, -3.429], [-3.620, -2.767, -0.762], [1.459, -2.726, 0.168], [0.287, -0.137, -0.547], [2.482, -2.000, -0.538], [2.722, 3.328, -1.866], [-4.032, 1.619, 0.269], [-1.351, -2.199, -2.636], [2.929, 2.794, -1.131]],
  "forces_ev_per_a": [[-2.4, -4.1, 6.0], [0.5, -0.5, -0.2], [-3.3, 1.5, -1.7], [0.3, -3.2, -0.2], [-1.2, -1.5, 0.5], [-1.0, 2.2, -0.6], [3.1, -1.2, 1.7], [-0.5, -0.1, 0.6], [0.2, -0.3, 0.0], [-3.1, -2.9, -2.2], [0.7, 1.0, 0.8], [-1.9, 1.1, -1.5], [-2.6, 1.7, 1.1], [4.4, -1.3, -4.9], [0.4, 1.0, 0.1], [0.4, 0.7, 0.4], [0.3, -0.6, 0.0], [-0.1, 0.3, -0.3], [0.5, -1.4, 0.8], [3.5, 2.9, 1.9], [0.8, -2.4, -0.7], [-1.6, -0.6, 1.0], [1.3, 1.1, 0.0], [2.4, -0.3, -1.9], [-0.2, -0.3, 0.8], [-1.8, -0.6, 0.2], [-0.2, -0.2, -0.5], [-1.1, 3.1, 0.7], [1.2, 1.7, -0.1], [-0.2, 1.3, -1.4], [-0.5, 3.1, 0.1], [1.9, 0.9, -1.9], [-0.4, -2.0, 0.9]],
  "spin_multiplicity": 1,
  "total_charge": 0,
  "gap_ev": 8.5,
  "smiles": "O.O.O.O.O.O.O.O.O.O.O",
  "max_force_ev_per_a": 7.67,
  "homo_energy_ha": -0.3159
}